Below is C39H57BIrN7O2SSi as an isolated structure, with properties calculated with wB97M-V/def2-TZVPD.

Structure (XYZ):
```
109
Properties=species:S:1:pos:R:3:mulliken_charge:R:1
Ir 0.092 0.423 -0.042 2.0627
C -4.609 -1.723 -1.856 -1.3487
C -3.512 -1.666 -0.847 0.2141
C -3.419 -2.332 0.349 -0.7817
C -2.192 -1.954 0.910 -0.8032
N -1.584 -1.070 0.106 -0.0799
N -2.402 -0.921 -0.982 0.2809
B -2.067 -0.016 -2.178 -1.3947
N -0.678 -0.355 -2.737 0.6881
N 0.391 -0.539 -1.912 0.0841
C 1.320 -1.208 -2.628 -0.8817
C 0.842 -1.373 -3.935 -0.7026
C -0.422 -0.838 -3.960 0.3867
C -1.393 -0.791 -5.092 -1.5366
C 2.584 -1.891 -2.130 3.1311
C 3.723 -0.917 -1.819 -1.4854
C 2.216 -2.768 -0.929 -1.2748
C 3.111 -2.835 -3.223 -2.6227
N -2.115 1.432 -1.734 0.7916
N -1.262 1.841 -0.766 -0.2533
C -1.552 3.137 -0.495 -0.3347
C -2.632 3.501 -1.322 -0.8299
C -2.954 2.410 -2.085 0.0799
C -4.009 2.255 -3.128 -1.4166
C -1.043 4.214 0.486 3.5505
C -2.118 4.332 1.582 -2.3311
C -0.975 5.549 -0.284 -2.0385
C 0.317 4.100 1.176 -1.8216
C -1.673 -2.581 2.186 3.0806
C -0.208 -2.273 2.400 -1.6022
C -1.826 -4.105 2.067 -2.0602
C -2.496 -2.092 3.383 -1.8625
H -5.410 -2.355 -1.476 0.4245
H -5.021 -0.734 -2.058 0.1482
H -4.264 -2.138 -2.803 0.2097
H -4.134 -3.025 0.756 0.5600
H -2.877 -0.185 -3.035 -0.0838
H 1.340 -1.857 -4.754 0.6091
H -0.901 -1.141 -5.998 0.4107
H -2.259 -1.427 -4.905 0.2332
H -1.756 0.222 -5.266 0.2599
H 3.522 -0.306 -0.951 0.0668
H 4.640 -1.481 -1.630 0.4461
H 3.898 -0.252 -2.667 0.4384
H 1.744 -2.190 -0.143 -0.1888
H 1.517 -3.548 -1.238 0.4571
H 3.112 -3.248 -0.526 0.4330
H 3.454 -2.287 -4.102 0.4211
H 3.965 -3.384 -2.823 0.4786
H 2.356 -3.559 -3.531 0.5137
H -3.124 4.455 -1.357 0.5515
H -4.537 3.199 -3.249 0.4222
H -3.581 1.975 -4.091 0.2157
H -4.735 1.490 -2.853 0.1529
H -3.114 4.482 1.163 0.3602
H -2.137 3.432 2.195 0.5487
H -1.887 5.180 2.229 0.4854
H -1.940 5.880 -0.662 0.3889
H -0.600 6.322 0.390 0.4714
H -0.284 5.469 -1.125 0.3571
H 0.528 3.129 1.598 0.1726
H 1.121 4.347 0.489 0.4421
H 0.331 4.835 1.984 0.5380
H 0.378 -2.715 1.592 0.3902
H -0.025 -1.203 2.422 -0.0581
H 0.132 -2.695 3.349 0.4635
H -1.307 -4.481 1.183 0.3678
H -1.394 -4.583 2.949 0.4053
H -2.872 -4.406 2.002 0.4498
H -2.368 -1.023 3.539 0.2606
H -3.559 -2.289 3.235 0.3780
H -2.174 -2.611 4.288 0.4607
C 5.159 2.902 -1.282 -1.0109
Si 4.977 2.810 0.577 0.2811
C 6.689 2.627 1.319 -1.2709
C 4.170 4.359 1.240 -0.8353
C 3.985 1.291 1.098 0.1460
C 4.504 0.395 2.020 0.0113
C 3.793 -0.739 2.392 -2.0929
C 2.557 -0.957 1.830 -0.0450
N 2.017 -0.124 0.936 0.8900
C 2.715 0.979 0.593 -0.2168
S 1.814 1.882 -0.568 -0.6390
H 5.795 3.755 -1.532 0.4229
H 4.204 3.028 -1.792 0.3014
H 5.635 2.002 -1.677 0.2933
H 7.330 3.435 0.958 0.3258
H 7.153 1.682 1.027 0.3359
H 6.681 2.681 2.410 0.3544
H 4.791 5.235 1.038 0.4639
H 4.020 4.288 2.319 0.3246
H 3.195 4.523 0.779 0.1403
H 5.481 0.571 2.454 0.4399
H 4.183 -1.444 3.112 0.4551
H 1.992 -1.830 2.099 0.2648
O 1.052 1.238 3.207 -0.7454
C -0.133 1.285 2.913 0.2265
O -0.645 1.143 1.730 1.0624
C -1.171 1.563 3.974 0.2488
C -0.742 1.873 5.259 -0.5369
C -1.667 2.132 6.259 -0.6770
C -3.026 2.079 5.979 -0.5764
C -3.459 1.768 4.697 -1.2172
C -2.534 1.513 3.696 -0.3065
H 0.322 1.903 5.451 0.4516
H -1.329 2.376 7.258 0.4177
H -3.748 2.280 6.761 0.4067
H -4.518 1.724 4.478 0.4363
H -2.853 1.267 2.691 0.5201
```

Output
2S+1 ... 1
Total charge ... 0
Gap between HOMO and LUMO ... 0.2920 Eh
HOMO energy ... -7.45 eV

Below is C39H57GeN7O4PtSi2 as an isolated structure, with properties calculated with wB97M-V/def2-TZVPD.

Structure (XYZ):
```
111
Properties=species:S:1:pos:R:3:mulliken_charge:R:1
Pt 0.598 1.517 1.690 1.8389
C -1.408 0.251 5.126 -1.1880
Si -0.919 -0.725 3.618 0.7691
C 0.719 -1.638 3.870 -1.0876
C -1.971 -2.217 3.221 -1.4612
N -1.035 0.507 2.356 0.0548
C -2.201 0.709 1.626 0.6469
C -3.514 0.195 1.879 -0.4128
C -4.391 0.126 0.816 -0.7153
C -4.054 0.677 -0.483 -0.7201
C -2.817 1.218 -0.643 -0.5907
C -1.932 1.485 0.422 0.2165
N -0.754 2.219 0.324 0.4219
Si -0.828 3.664 -0.720 0.2866
C 0.506 5.006 -0.410 -1.3174
C -0.518 2.965 -2.423 -0.8722
C -2.367 4.612 -0.204 -1.0543
H -2.331 0.844 4.952 0.2362
H -0.510 0.889 5.264 0.1428
H -1.652 -0.386 5.909 0.5492
H 0.788 -1.671 4.982 0.3581
H 1.600 -1.109 3.515 0.1806
H 0.700 -2.654 3.394 0.3066
H -1.483 -3.187 3.549 0.4153
H -2.227 -2.346 2.176 0.3240
H -2.929 -2.240 3.681 0.4910
H -3.787 -0.060 2.893 0.5472
H -5.355 -0.402 0.963 0.3554
H -4.749 0.668 -1.339 0.4191
H -2.455 1.510 -1.633 0.2096
H 0.299 5.478 0.558 0.2558
H 0.499 5.689 -1.253 0.4671
H 1.539 4.655 -0.344 0.4690
H 0.062 2.041 -2.258 0.0575
H 0.202 3.670 -2.929 0.4125
H -1.469 2.854 -3.081 0.3047
H -2.232 5.022 0.829 0.2648
H -3.320 3.995 -0.269 0.2775
H -2.593 5.442 -0.906 0.4043
N 2.265 2.421 0.683 -0.6475
N 3.473 2.172 1.331 -0.2529
C 3.436 1.180 2.304 -0.0242
O 4.558 0.834 2.690 -0.7809
O 2.237 0.748 2.746 -0.6863
H 2.215 2.006 -0.274 0.4580
H 2.104 3.423 0.578 -0.1691
H 4.315 2.277 0.795 0.2914
O 0.007 -1.688 0.841 -0.6032
C 0.783 -1.141 0.086 0.2381
O 1.038 0.143 0.202 -0.6382
C 1.534 -1.837 -1.087 -1.0176
C 0.866 -1.514 -2.415 -0.3828
Ge 0.345 -3.078 -3.494 1.8882
C 0.342 -2.468 -5.351 -0.2853
C -0.394 -1.341 -5.770 -0.3041
C -0.393 -0.956 -7.079 -0.3885
C 0.189 -1.725 -8.096 -0.5946
C 0.905 -2.822 -7.679 -0.5567
C 0.908 -3.253 -6.329 -0.3230
C 1.645 -4.529 -3.317 -0.1166
C 1.254 -5.808 -2.911 -0.5701
C 2.111 -6.882 -3.050 -0.4483
C 3.408 -6.735 -3.501 -0.4615
C 3.911 -5.397 -3.696 -0.5808
C 3.036 -4.305 -3.617 -0.3553
C -1.533 -3.565 -3.291 0.2059
C -1.979 -3.760 -1.975 -0.4980
C -3.308 -4.172 -1.784 -0.6009
C -4.176 -4.291 -2.876 -0.5370
C -3.718 -4.041 -4.160 -0.4876
C -2.416 -3.643 -4.421 -0.4040
H 1.511 -2.867 -0.911 0.6274
H 2.634 -1.572 -1.148 0.2439
H 1.639 -1.060 -3.126 0.3932
H 0.075 -0.711 -2.350 0.1803
H -0.927 -0.778 -5.011 0.4137
H -0.863 0.012 -7.358 0.3239
H 0.113 -1.422 -9.146 0.3826
H 1.399 -3.539 -8.369 0.3023
H 1.357 -4.235 -6.137 0.2775
H 0.269 -6.005 -2.588 0.4453
H 1.644 -7.855 -2.901 0.3439
H 4.054 -7.622 -3.662 0.3424
H 4.941 -5.287 -4.009 0.3765
H 3.346 -3.333 -3.961 0.4330
H -1.261 -3.693 -1.170 0.4426
H -3.623 -4.239 -0.723 0.3316
H -5.237 -4.484 -2.698 0.3507
H -4.450 -3.978 -4.996 0.3034
H -2.111 -3.482 -5.423 0.3541
C 3.182 4.198 3.935 -1.1822
N 2.224 3.175 4.189 0.8611
C 2.566 2.266 5.262 -0.7956
C 0.918 3.520 4.015 -0.6533
N 0.179 3.039 2.993 0.1556
N 0.213 4.204 4.956 0.3054
C -1.259 4.226 5.025 -0.9558
C 0.869 5.060 5.903 -0.9308
H 3.262 4.878 4.827 0.4627
H 2.893 4.658 2.964 0.2564
H 4.163 3.731 3.784 0.3302
H 1.953 1.346 5.119 0.0189
H 2.428 2.648 6.300 0.3517
H 3.633 1.897 5.152 0.3607
H -0.771 3.398 2.811 0.1728
H -1.684 3.309 4.519 0.1520
H -1.634 5.174 4.588 0.3203
H -1.566 4.158 6.072 0.3845
H 0.280 5.154 6.808 0.3159
H 1.146 6.026 5.486 0.2754
H 1.813 4.565 6.178 0.2959
```

Output
2S+1 ... 5
Total charge ... 0
Gap between HOMO and LUMO (spin up / spin down) ... 0.2168 / 0.2252 Eh
HOMO energy (spin up / spin down) ... -5.79 / -8.00 eV

Below is C39H58BClN10O3PtS2 as an isolated structure, with properties calculated with wB97M-V/def2-TZVPD.

Structure (XYZ):
```
115
Properties=species:S:1:pos:R:3:mulliken_charge:R:1
Pt -0.064 0.161 -0.020 1.8944
C -0.914 0.461 -5.289 -1.5168
C -1.255 0.791 -3.875 0.4336
C -2.254 1.616 -3.412 -1.1262
C -2.200 1.592 -2.019 -0.6028
N -1.172 0.801 -1.657 0.0312
N -0.604 0.291 -2.812 0.6516
B 0.536 -0.768 -2.859 -0.8923
N 0.092 -1.996 -2.072 0.6321
N -0.480 -1.654 -0.907 0.4151
C -1.248 -2.659 -0.486 -1.3426
C -1.092 -3.719 -1.378 -0.9724
C -0.261 -3.254 -2.388 0.6799
C 0.210 -3.934 -3.626 -1.4755
C -2.251 -2.419 0.600 3.3502
C -3.546 -1.940 -0.084 -1.8772
C -1.737 -1.344 1.534 0.0305
C -2.530 -3.687 1.409 -2.0044
N 1.744 -0.179 -2.110 0.6661
N 1.554 0.769 -1.144 0.5300
C 2.780 1.364 -0.909 -0.5685
C 3.695 0.731 -1.731 -0.9406
C 3.017 -0.218 -2.480 0.3504
C 3.528 -1.105 -3.560 -1.4665
C 3.133 2.625 -0.130 2.3646
C 4.512 3.131 -0.596 -2.4963
C 3.295 2.343 1.374 -0.3969
C 2.167 3.756 -0.526 -1.4868
C -3.218 2.332 -1.169 2.8058
C -3.126 2.050 0.323 -1.6216
C -4.619 1.907 -1.647 -1.6656
C -3.036 3.838 -1.408 -1.8802
H -1.573 1.015 -5.953 0.4574
H -1.041 -0.602 -5.490 0.2823
H 0.115 0.730 -5.523 0.2975
H -2.957 2.161 -4.016 0.6353
H 0.803 -1.041 -3.982 -0.1321
H -1.560 -4.687 -1.322 0.5718
H -0.305 -4.884 -3.743 0.4117
H 1.281 -4.134 -3.575 0.2708
H 0.021 -3.326 -4.510 0.2740
H -3.369 -1.025 -0.656 0.1617
H -4.315 -1.741 0.666 0.4344
H -3.923 -2.699 -0.769 0.4930
H -1.564 -0.331 0.950 -0.1504
H -0.818 -1.604 2.055 -0.8770
H -2.500 -1.000 2.225 0.8688
H -3.056 -4.410 0.785 0.4088
H -3.175 -3.456 2.259 0.4478
H -1.605 -4.127 1.777 0.2802
H 4.730 0.992 -1.848 0.6777
H 4.606 -0.994 -3.645 0.4467
H 3.079 -0.852 -4.520 0.2834
H 3.300 -2.149 -3.347 0.2211
H 5.314 2.440 -0.338 0.4142
H 4.720 4.072 -0.086 0.4540
H 4.536 3.319 -1.670 0.5396
H 4.203 1.756 1.529 0.0824
H 2.469 1.792 1.817 -0.6543
H 3.417 3.282 1.918 0.5488
H 2.263 3.944 -1.597 0.4009
H 2.447 4.671 -0.002 0.4236
H 1.118 3.569 -0.334 0.2320
H -3.163 0.983 0.545 0.2754
H -3.980 2.511 0.823 0.6757
H -2.223 2.476 0.752 0.0833
H -4.791 0.843 -1.473 0.2740
H -4.771 2.106 -2.706 0.3792
H -5.371 2.468 -1.091 0.4757
H -2.047 4.169 -1.085 0.2548
H -3.784 4.391 -0.838 0.4820
H -3.156 4.098 -2.459 0.4142
S 0.143 2.145 1.265 -0.2984
C -0.593 1.917 2.817 -0.4169
N 0.068 2.555 3.815 0.2693
C -0.413 2.627 5.068 -0.1089
C -1.605 2.025 5.353 -1.0634
C -2.232 1.369 4.293 -0.1884
N -1.750 1.331 3.061 -0.0534
H 0.987 2.939 3.612 0.2171
H 0.188 3.164 5.788 0.4863
H -2.030 2.055 6.344 0.4853
H -3.179 0.863 4.450 0.5222
C 5.898 -0.111 3.266 -1.5889
C 4.920 0.715 4.056 0.4158
C 5.260 2.006 4.453 -0.5289
C 4.398 2.763 5.226 0.0795
Cl 4.846 4.368 5.695 -0.2165
C 3.185 2.241 5.652 -0.7809
C 2.821 0.968 5.243 0.0470
C 3.672 0.227 4.436 0.3740
O 3.274 -1.045 4.059 -0.6194
C 2.962 -1.170 2.690 -1.0449
C 1.554 -0.682 2.385 0.7352
O 0.748 -0.361 3.233 -0.3942
O 1.369 -0.679 1.087 -1.0730
H 6.888 -0.046 3.716 0.5259
H 5.986 0.250 2.239 0.2234
H 5.610 -1.159 3.239 0.3191
H 6.221 2.419 4.172 0.5139
H 2.566 2.821 6.324 0.6009
H 1.889 0.514 5.554 0.4971
H 2.990 -2.231 2.438 0.4061
H 3.671 -0.637 2.053 0.3950
C -0.193 -5.441 6.193 -1.0574
N -0.049 -5.144 4.780 -0.1353
C 0.706 -4.163 4.265 0.5792
N 1.370 -3.388 5.135 -0.2659
S 0.834 -3.973 2.587 -0.4749
H -1.000 -6.157 6.316 0.3383
H -0.462 -4.540 6.747 0.3508
H 0.717 -5.870 6.619 0.3403
H -0.401 -5.802 4.106 0.2735
H 1.345 -3.562 6.125 0.2191
H 1.845 -2.557 4.816 0.0726
```

Output
2S+1 ... 1
Total charge ... +2
Gap between HOMO and LUMO ... 0.1775 Eh
HOMO energy ... -12.24 eV
Energy relative to the best compared isomer or geometry (same formula, charge and spin) ... 0.303 eV

Below is C39H58FHfP2S as an isolated structure, with properties calculated with wB97M-V/def2-TZVPD.

Structure (XYZ):
```
102
Properties=species:S:1:pos:R:3:mulliken_charge:R:1
Hf -0.105 -0.575 -0.393 -0.9098
C 5.207 -1.160 -0.928 -1.8257
C 3.767 -1.221 -1.521 1.7993
C 3.893 -1.373 -3.033 -1.3681
C 2.837 -0.064 -1.143 -0.7387
C 3.174 0.774 -0.092 -0.5397
C 2.277 1.833 0.398 0.4108
C 2.768 2.503 1.671 0.8100
C 4.105 3.206 1.309 -1.6917
C 2.965 1.679 2.905 -1.1319
C 0.977 1.984 -0.230 0.3725
C 0.750 1.247 -1.479 0.6017
C 1.635 0.130 -1.807 -0.6726
C 0.162 1.798 -2.748 0.2570
C -0.423 3.223 -2.729 -1.4077
C -0.929 0.881 -3.418 -0.5553
C -0.025 2.991 0.346 0.2403
C 0.387 4.314 0.358 -0.2475
C -0.381 5.328 0.873 -1.2254
C -1.622 4.956 1.289 -1.4143
C -2.104 3.627 1.278 -0.6033
C -1.340 2.574 0.791 0.8853
P -2.064 0.893 1.205 0.0529
C -3.785 0.905 0.370 2.1470
C -3.526 1.339 -1.112 -1.3303
C -4.864 1.829 1.000 -1.5460
C -4.276 -0.548 0.466 -2.0762
C -2.090 0.715 3.066 2.1280
C -3.265 1.380 3.811 -1.6310
C -2.196 -0.811 3.393 -1.4172
C -0.827 1.341 3.718 -1.5149
H 5.767 -2.019 -1.283 0.5369
H 5.188 -1.231 0.167 0.3482
H 5.801 -0.239 -1.178 0.3329
H 3.305 -2.103 -1.012 -0.7208
H 3.765 -0.406 -3.486 0.3479
H 3.159 -2.082 -3.439 0.1855
H 4.877 -1.734 -3.316 0.4602
H 4.102 0.824 0.474 0.5509
H 2.128 3.343 1.992 0.3715
H 5.020 2.614 1.484 0.4214
H 4.228 4.086 1.973 0.4821
H 4.221 3.487 0.236 0.2917
H 3.387 0.645 2.738 0.1190
H 2.056 1.467 3.519 0.1205
H 3.640 2.223 3.581 0.5306
H 1.492 -0.399 -2.760 0.8310
H 0.982 1.852 -3.569 0.5111
H -1.351 3.271 -2.110 0.2611
H -0.689 3.516 -3.793 0.5109
H 0.233 4.034 -2.334 0.2881
H -1.681 0.576 -2.658 -0.3404
H -0.399 0.018 -3.902 -0.0810
H -1.383 1.489 -4.247 0.6187
H 1.353 4.507 -0.097 0.6667
H -0.049 6.365 0.944 0.4534
H -2.236 5.652 1.852 0.3930
H -3.077 3.444 1.802 -0.1874
H -3.945 2.274 -1.432 0.4629
H -3.877 0.609 -1.846 0.4418
H -2.425 1.410 -1.277 -0.2945
H -4.532 2.842 1.134 0.2708
H -5.137 1.379 1.960 0.3669
H -5.685 1.783 0.312 0.5797
H -3.524 -1.265 0.128 0.4392
H -5.086 -0.693 -0.236 0.5340
H -4.651 -0.744 1.458 0.3976
H -4.181 0.870 3.566 0.4828
H -3.287 2.468 3.499 0.2892
H -3.229 1.348 4.856 0.5177
H -3.042 -1.397 2.856 0.1648
H -2.256 -0.881 4.459 0.5658
H -1.257 -1.233 3.093 0.2307
H -0.802 2.476 3.592 0.2900
H 0.129 1.056 3.317 -0.1733
H -0.905 1.140 4.790 0.6255
S 1.132 -1.217 1.667 -0.6533
C 0.939 -2.260 0.332 0.6628
F 2.817 -7.568 1.019 -0.2754
C 2.334 -6.304 0.850 0.2441
C 2.236 -5.770 -0.425 -0.7063
C 1.690 -4.529 -0.632 0.2177
C 1.342 -3.676 0.492 1.1908
C 1.271 -4.295 1.737 -0.5803
C 1.905 -5.544 1.955 -0.9032
H 2.648 -6.372 -1.262 0.4168
H 1.581 -4.081 -1.609 0.3862
H 0.961 -3.787 2.634 0.5288
H 2.063 -5.877 2.975 0.4718
C -2.834 -2.278 -2.849 -1.3784
P -1.205 -2.500 -2.079 1.2268
C -0.060 -2.917 -3.553 -1.5188
C -1.605 -4.122 -1.165 -1.4114
H -3.231 -3.286 -3.139 0.5627
H -2.852 -1.672 -3.742 0.4182
H -3.449 -1.807 -2.115 0.3026
H -0.292 -2.202 -4.341 0.4551
H -0.434 -3.857 -3.822 0.6644
H 1.015 -3.003 -3.406 0.0433
H -2.616 -4.494 -1.395 0.5258
H -1.562 -3.948 -0.113 0.3190
H -1.021 -4.979 -1.430 0.4373
```

Output
2S+1 ... 2
Total charge ... +2
Gap between HOMO and LUMO (spin up / spin down) ... 0.1915 / 0.2512 Eh
HOMO energy (spin up / spin down) ... -11.95 / -13.75 eV
Energy relative to the best compared isomer or geometry (same formula, charge and spin) ... 1.489 eV